# C4H12OS

A 2-piece molecular cluster, C4H12OS overall in a non-equilibrium geometry (ωB97M-V/def2-TZVPD, the OMol25 dataset).

The geometry in XYZ format:
```
18
Properties=species:S:1:pos:R:3:forces:R:3:nbo_charge:R:1
C 2.2335 0.8194 -0.6413 0.3 -1.1 1.5 -0.63
C 1.6943 0.2997 0.7641 0.5 -0.5 -0.8 -0.07
O 1.9213 -1.1356 0.7915 -0.1 0.5 -0.7 -0.75
H 3.3282 0.7316 -0.4888 -0.5 0.1 -0.5 0.21
H 2.0068 1.8653 -0.7797 -0.2 0.3 -0.1 0.21
H 1.9820 0.2134 -1.5270 -0.3 0.2 0.6 0.22
H 2.3473 0.8288 1.4565 0.0 -0.2 0.4 0.16
H 0.6556 0.4878 1.0939 0.3 0.2 -0.8 0.18
H 2.1763 -1.4939 1.6398 0.0 0.4 0.4 0.47
C -2.1134 -1.2309 0.7894 -0.4 -0.2 -0.4 -0.75
S -2.2751 0.5395 0.4694 -0.8 0.6 0.8 0.16
C -2.0059 0.7301 -1.3073 1.1 -2.4 0.7 -0.74
H -2.7231 -1.7996 0.0887 -0.1 0.0 -0.1 0.21
H -1.0904 -1.5598 0.6955 0.4 -0.1 0.0 0.22
H -2.4900 -1.4679 1.7955 0.2 0.4 -0.3 0.24
H -1.0496 0.1787 -1.4053 -0.3 0.5 -0.7 0.22
H -1.8381 1.7598 -1.5063 -0.1 0.8 -0.3 0.23
H -2.7598 0.2336 -1.9288 0.0 0.4 0.2 0.22
```
Forces are in eV/Å.

SMILES: CCO.CSC
M in g mol⁻¹: 108.206
Energy above the lowest of the compared OMol25 structures with the same formula, charge and spin in kJ/mol: 109.1
Orbital gap in hartree: 0.3399
2S+1: 1
Net charge: 0
Strongest force on any atom in eV Å⁻¹: 2.74
Highest occupied orbital energy in eV: -8.4

***

# C5H10O2

One molecule with the formula C5H10O2 (ωB97M-V/def2-TZVPD, the OMol25 dataset).

The geometry in XYZ format:
```
17
Properties=species:S:1:pos:R:3:forces:R:3:nbo_charge:R:1
C -1.2036 0.8252 1.7574 -0.2 0.0 0.2 -0.24
O -0.3425 0.9642 0.6492 0.0 0.0 0.0 -0.54
C 0.6799 0.0146 0.6070 0.2 -0.1 0.1 0.08
C 0.3565 -1.4256 0.3204 -0.1 -0.2 0.0 -0.45
C 0.9677 -0.5486 -0.7447 0.1 0.0 -0.2 -0.27
C 0.0973 -0.0656 -1.8830 -0.1 -0.4 0.0 -0.06
O 0.4199 1.2560 -2.2568 0.0 0.3 0.2 -0.72
H -0.6584 0.9055 2.7088 -0.1 0.0 -0.1 0.17
H -1.7297 -0.1395 1.7349 0.1 0.1 0.0 0.17
H -1.9354 1.6331 1.6912 0.1 -0.1 0.1 0.19
H 1.5122 0.2215 1.2826 -0.1 0.0 -0.1 0.19
H 0.9680 -2.1954 0.7841 -0.1 0.2 -0.1 0.22
H -0.6898 -1.6973 0.1943 0.2 0.1 0.0 0.22
H 2.0117 -0.7072 -1.0033 -0.1 0.0 0.1 0.22
H 0.2536 -0.6890 -2.7696 0.0 0.1 0.1 0.18
H -0.9628 -0.1501 -1.6009 0.2 0.0 0.0 0.16
H 0.2554 1.7981 -1.4717 0.0 0.0 -0.2 0.47
```
Forces are in eV/Å.

SMILES: CO[C@H]1C[C@H]1CO
M in g mol⁻¹: 102.133
Energy above the lowest of the compared OMol25 structures with the same formula, charge and spin in kJ/mol: 239.1
Orbital gap in hartree: 0.4018
2S+1: 1
Net charge: 0
Strongest force on any atom in eV Å⁻¹: 0.39
Highest occupied orbital energy in eV: -9.9

***

# C4H16O3S

A 4-piece molecular cluster, C4H16O3S overall in a non-equilibrium geometry (ωB97M-V/def2-TZVPD, the OMol25 dataset).

The geometry in XYZ format:
```
24
Properties=species:S:1:pos:R:3:forces:R:3:nbo_charge:R:1
C 1.3670 1.5197 -0.3803 0.9 0.7 2.8 -0.62
C 1.1283 0.1903 -1.0687 0.3 -0.3 0.7 -0.39
C -0.2812 0.1136 -1.6299 -0.8 -1.6 -0.9 -0.42
C -1.2863 0.7941 -0.8046 -0.6 1.1 3.2 -0.53
S -2.9097 0.1266 -0.4209 -2.3 0.5 -0.3 -0.08
H 0.7966 1.4616 0.6260 0.4 0.7 -1.8 0.20
H 1.0163 2.3411 -1.0419 0.3 -0.2 0.8 0.20
H 2.4123 1.7601 0.1106 -1.6 -0.7 -1.8 0.23
H 1.7117 0.0963 -1.9805 0.9 -0.5 0.5 0.22
H 1.2869 -0.6299 -0.2806 0.0 0.9 -1.6 0.21
H -0.4404 0.5618 -2.6089 0.8 -0.1 -0.4 0.20
H -0.5081 -0.9447 -1.7850 -0.1 -0.1 0.1 0.21
H -0.9295 0.8867 0.2343 0.3 0.3 -0.7 0.21
H -1.4092 1.7727 -1.2066 -0.3 0.9 0.0 0.22
H -3.7012 1.3202 -0.1281 1.7 -1.7 -0.6 0.15
O 1.7207 4.8534 4.7217 0.0 -0.4 0.2 -0.96
H 2.2154 5.6807 4.7985 -0.6 -0.2 -0.4 0.48
H 0.9859 4.9063 4.0908 0.6 0.5 0.3 0.48
O -0.5643 -5.0645 0.5610 -1.2 0.8 -1.0 -0.97
H -1.4954 -4.8436 0.2233 2.0 -1.0 1.3 0.49
H -0.5315 -5.7430 1.2504 -0.8 0.3 -0.4 0.48
O 3.0927 -2.3755 -1.3964 0.7 -0.1 -1.1 -0.93
H 2.3366 -2.8580 -1.1021 -0.9 -0.4 0.7 0.47
H 3.2499 -2.8063 -2.2555 0.2 0.4 0.4 0.46
```
Forces are in eV/Å.

SMILES: CCCCS.O.O.O
M in g mol⁻¹: 144.236
Energy above the lowest of the compared OMol25 structures with the same formula, charge and spin in kJ/mol: 196.2
Orbital gap in hartree: 0.3388
2S+1: 1
Net charge: 0
Strongest force on any atom in eV Å⁻¹: 3.41
Highest occupied orbital energy in eV: -8.6

***

# C5H9N3

One molecule with the formula C5H9N3 in a non-equilibrium geometry (ωB97M-V/def2-TZVPD, the OMol25 dataset).

The geometry in XYZ format:
```
17
Properties=species:S:1:pos:R:3:forces:R:3:nbo_charge:R:1
C 0.7486 -1.2646 0.8871 2.6 -1.4 1.1 -0.06
N 0.8724 -0.3605 1.8098 -1.9 0.6 -3.0 -0.22
N 0.2583 0.8418 1.4755 0.6 1.2 4.0 -0.49
C -0.3245 1.2331 0.1789 -1.5 -1.0 4.5 -0.06
C -1.3375 0.1124 -0.3896 -2.4 4.8 -1.4 -0.27
N -0.2707 -0.2413 -1.3100 0.8 -3.2 1.0 -0.41
C 0.1815 -1.4177 -0.5393 4.7 -1.1 -2.3 -0.30
C 0.5288 1.0009 -0.9875 -0.8 -0.9 -1.3 -0.27
H 1.5100 -2.0752 1.1576 -1.6 0.4 -0.6 0.19
H 0.1045 1.3502 2.4517 0.1 -0.9 -3.6 0.40
H -0.6443 2.2332 0.4404 -0.5 0.3 -0.6 0.22
H -1.8564 -0.6051 0.2612 0.8 0.0 -0.2 0.22
H -2.1686 0.6220 -1.0257 1.0 -0.6 1.2 0.19
H 1.1830 -1.8395 -1.1594 -2.5 0.8 1.6 0.20
H -0.5502 -2.2457 -0.5954 0.2 0.6 0.1 0.23
H 0.1456 1.6613 -1.7445 0.6 0.7 -0.6 0.21
H 1.6193 0.9946 -0.9108 -0.3 -0.3 0.0 0.22
```
Forces are in eV/Å.

SMILES: C1=NNC2CN(C1)C2
M in g mol⁻¹: 111.148
Energy above the lowest of the compared OMol25 structures with the same formula, charge and spin in kJ/mol: 453.5
Orbital gap in hartree: 0.3338
2S+1: 1
Net charge: 0
Strongest force on any atom in eV Å⁻¹: 5.55
Highest occupied orbital energy in eV: -8.2

***

# C5H11N

One molecule with the formula C5H11N (ωB97M-V/def2-TZVPD, the OMol25 dataset).

The geometry in XYZ format:
```
17
Properties=species:S:1:pos:R:3:forces:R:3:nbo_charge:R:1
C -0.3465 1.8080 0.1110 0.1 0.1 0.0 -0.64
C -0.3423 0.4328 -0.5198 -0.1 0.1 -0.2 -0.13
C 0.8089 -0.4222 -0.8809 0.0 0.2 0.1 -0.10
C 2.0488 0.0027 -0.0853 0.0 -0.1 0.0 -0.72
N -0.4361 -0.7686 0.3123 0.4 -0.3 -0.1 -0.50
C -1.5471 -1.6832 0.1329 0.0 -0.1 -0.1 -0.40
H 0.3206 1.9036 0.9712 -0.1 -0.1 -0.1 0.21
H -1.3573 2.0973 0.4172 0.1 0.0 0.0 0.21
H -0.0089 2.5165 -0.6537 -0.1 0.0 0.1 0.22
H -1.1595 0.3511 -1.2441 0.1 0.1 0.1 0.19
H 0.1806 -0.9373 1.0829 -0.2 0.5 0.5 0.42
H 2.8058 -0.7850 -0.0059 -0.2 0.0 -0.1 0.21
H 2.5155 0.8086 -0.6750 -0.2 -0.2 0.0 0.23
H 1.9068 0.4356 0.9249 -0.1 -0.2 -0.2 0.17
H -2.4991 -1.1723 0.3315 0.2 -0.1 -0.1 0.19
H -1.4647 -2.5299 0.8183 0.1 0.1 -0.1 0.21
H -1.5375 -2.0537 -0.8943 -0.1 0.0 0.1 0.22
```
Forces are in eV/Å.

M in g mol⁻¹: 85.150
Energy above the lowest of the compared OMol25 structures with the same formula, charge and spin in kJ/mol: 358.7
Orbital gap in hartree: 0.3058
2S+1: 1
Net charge: 0
Strongest force on any atom in eV Å⁻¹: 0.70
Highest occupied orbital energy in eV: -7.3

***

# C25H56Br2CaClKNO7P

C25H56Br2CaClKNO7P as an isolated structure in a non-equilibrium geometry (ωB97M-V/def2-TZVPD, the OMol25 dataset).

The geometry in XYZ format:
```
95
Properties=species:S:1:pos:R:3:forces:R:3:mulliken_charge:R:1
C 5.8517 -0.9396 1.9842 0.6 0.7 -0.2 -0.86
C 5.4098 -0.3707 0.5337 -0.7 -0.9 0.5 -0.23
C 3.8029 -0.0112 0.4283 1.0 -0.1 -1.1 -1.10
C 3.6141 0.9164 -0.8842 0.6 0.5 0.6 0.60
C 2.1392 1.5074 -1.0530 0.7 -0.1 0.9 -0.92
C 1.0254 0.6840 -0.2764 -0.1 -0.1 -2.1 -0.22
C -0.3943 1.1798 -0.7873 0.2 0.1 1.2 -0.02
C -1.0841 2.2305 0.2139 -0.2 -0.7 -1.1 -0.90
C -2.6346 1.9094 0.2438 -0.4 1.6 0.0 -0.74
C -3.1593 1.3090 1.6018 -0.5 -0.6 -0.3 0.37
C -2.2051 0.3197 2.3624 -1.0 -0.8 1.6 0.49
C -2.5898 -1.2109 2.1956 1.0 0.4 0.7 -1.12
P -2.2592 -1.9101 0.4479 0.0 2.3 2.1 1.31
O -3.8959 -2.6008 0.5273 0.6 -2.3 -1.1 -0.22
C -3.8430 -3.7191 -0.3629 -0.1 0.5 -0.5 -0.71
C -3.1488 -3.1195 -1.6960 0.8 -1.1 2.8 0.04
Br -4.6186 -1.9054 -2.3894 0.3 0.3 -0.6 -0.31
O -1.9940 -2.4821 -1.2017 -2.3 -1.5 -1.7 -0.45
H 5.5764 -0.2160 2.8624 0.2 -1.3 -1.3 0.20
H 6.9819 -1.0180 2.0214 -1.2 0.2 -0.1 0.31
H 5.4628 -1.9627 2.2212 -0.1 1.1 -0.4 0.31
H 6.0207 0.6123 0.3431 0.3 -2.7 -1.1 0.13
H 5.6775 -1.0760 -0.2955 -0.4 0.8 0.8 0.39
H 3.2344 -0.9768 0.3591 0.5 1.1 0.0 0.53
H 3.4316 0.5325 1.3808 -0.2 -1.3 -1.1 0.06
H 4.3816 1.8070 -0.8002 -1.0 -1.0 -0.2 0.40
H 3.8930 0.2633 -1.8328 -0.3 1.5 2.2 -0.51
H 2.1136 2.5528 -0.6174 0.1 -0.9 -0.7 0.15
H 1.9530 1.5514 -2.1674 -0.1 -0.1 1.3 0.26
H 1.1399 0.7411 0.8385 -0.2 0.1 -1.0 0.16
H 1.1143 -0.3911 -0.6128 0.0 1.1 0.6 0.14
H -0.3301 1.7049 -1.7830 0.1 -0.8 0.9 0.41
H -1.0243 0.2499 -0.9087 0.5 1.3 0.2 -0.09
H -0.9188 3.2519 -0.2281 -0.2 -0.8 0.6 0.39
H -0.6161 2.2217 1.2346 -0.5 -0.1 -1.0 0.45
H -3.1743 2.9020 0.0897 0.5 -1.1 0.2 0.45
H -2.9085 1.3044 -0.6728 0.4 0.3 1.3 0.34
H -4.1202 0.7163 1.3610 2.8 1.3 0.1 -1.20
H -3.4953 2.1237 2.3182 0.6 -0.6 -0.9 0.58
H -2.3171 0.5456 3.4835 0.4 -0.2 -1.7 0.04
H -1.1109 0.4154 2.1460 -1.1 0.2 -0.1 0.01
H -3.6356 -1.4583 2.5530 0.8 0.5 -0.3 0.07
H -1.8958 -1.7819 2.8961 -0.9 0.6 -0.7 0.35
H -2.9411 -0.7858 -0.1849 0.4 0.2 0.1 -0.60
H -0.9716 -1.2637 0.4590 -0.1 0.0 -0.4 -0.38
H -1.5778 -3.0412 1.0194 -0.7 -0.6 -0.4 -0.18
H -4.8854 -4.1258 -0.4538 1.0 0.2 -0.4 0.29
H -3.1361 -4.5278 -0.0209 -0.6 0.7 0.0 0.30
H -2.9620 -3.9102 -2.4721 0.0 1.2 0.5 0.41
C 6.8269 1.4638 -6.1909 0.2 -0.1 -0.4 -1.46
C 6.3756 0.1243 -5.6273 -0.4 1.0 -0.1 -0.01
C 6.0206 0.1718 -4.1418 0.2 -1.0 0.3 -0.45
O 7.2123 0.2312 -3.3631 -0.3 0.4 -0.1 -0.45
C 7.6016 1.5467 -2.9560 0.5 -0.1 0.0 -0.69
N 7.5080 -0.8496 -5.7661 0.3 -0.5 0.2 -0.26
H 7.8114 1.7598 -5.8215 -0.1 0.0 0.1 0.40
H 6.8956 1.4158 -7.2815 0.0 0.1 0.0 0.43
H 6.1151 2.2482 -5.9372 0.0 -0.1 0.0 0.36
H 5.5385 -0.2614 -6.2118 0.0 -0.1 0.1 0.41
H 5.5259 -0.7688 -3.8733 -0.2 0.1 0.1 0.25
H 5.3220 0.9773 -3.9073 0.1 0.0 -0.2 0.46
H 6.7585 2.2357 -2.8796 -0.1 -0.1 0.0 0.30
H 8.3387 1.9357 -3.6621 0.0 0.2 0.0 0.29
H 8.0835 1.4743 -1.9797 -0.1 -0.1 -0.1 0.25
H 7.9798 -0.8032 -6.6705 -0.2 0.0 0.0 0.35
H 7.2009 -1.8126 -5.6027 -0.1 0.1 -0.1 0.37
H 8.1902 -0.6412 -5.0202 -0.2 0.1 0.1 0.34
C -2.0787 0.8015 7.3693 -0.4 -1.0 0.9 -1.33
C -0.8232 0.6644 6.4803 -1.5 4.3 -0.9 0.83
C 0.2456 1.6463 6.9512 0.6 0.7 0.5 -1.48
O -1.1609 0.9713 5.2441 0.4 -1.4 0.1 -0.51
H -2.5029 1.8075 7.3236 0.3 0.0 -0.3 0.35
H -2.8567 0.0915 7.0738 0.1 0.1 -0.1 0.31
H -1.8296 0.5961 8.4158 0.0 0.0 0.0 0.35
H -0.3970 -0.3683 6.7018 1.1 -1.1 0.2 0.04
H -0.0993 2.6865 6.8950 -0.3 -0.2 -0.2 0.41
H 1.1539 1.5550 6.3569 -0.2 0.0 0.0 0.35
H 0.5147 1.4414 7.9886 0.0 0.1 -0.1 0.43
Ca 5.0901 1.7015 1.4772 -0.4 3.6 2.2 0.46
C -7.9467 -2.0767 -1.1444 -0.3 -0.2 0.4 -1.15
C -9.2325 -1.2929 -1.2725 0.8 -0.7 -0.2 0.51
C -9.0522 0.0774 -1.8611 -0.1 0.2 -0.5 -0.38
O -10.1450 0.7981 -1.2920 0.0 -0.2 0.4 -0.32
C -10.4366 0.1975 -0.1065 -0.5 0.2 0.4 0.61
O -11.1621 0.6540 0.7188 0.2 -0.1 -0.2 -0.52
O -9.7834 -0.9915 0.0135 -0.2 0.5 0.0 -0.36
H -7.2505 -1.5740 -0.4655 0.0 0.0 -0.3 0.07
H -8.1430 -3.0618 -0.7163 0.0 0.0 -0.1 0.36
H -7.4665 -2.2095 -2.1123 0.0 0.1 0.1 0.34
H -9.9740 -1.8734 -1.8313 0.0 0.1 0.0 0.26
H -9.1135 0.0761 -2.9490 -0.1 0.1 0.1 0.33
H -8.1192 0.5632 -1.5564 0.0 -0.2 0.0 0.21
Br 2.8775 -1.4138 -2.3547 -0.1 -1.7 -1.3 -0.68
K -5.9713 0.1238 1.5865 -0.9 -0.9 0.1 0.97
Cl 1.3819 -0.7865 7.5332 0.0 -1.2 0.0 -0.51
```
Forces are in eV/Å.

M in g mol⁻¹: 788.134
Orbital gap in hartree: 0.0670
2S+1: 1
Net charge: 0
Strongest force on any atom in eV Å⁻¹: 4.62
Highest occupied orbital energy in eV: -4.3

***

# C3H10NOS

A 2-piece molecular cluster, C3H10NOS overall in a non-equilibrium geometry (ωB97M-V/def2-TZVPD, the OMol25 dataset).

The geometry in XYZ format:
```
16
Properties=species:S:1:pos:R:3:forces:R:3:nbo_charge:R:1
C 0.7509 1.5709 1.9081 1.6 -1.6 -0.2 -0.64
C 0.1812 0.8710 0.6933 -4.4 -0.9 2.4 -0.07
C 1.0352 -0.2206 0.1353 -2.6 -2.2 -1.5 -0.53
S 0.1586 -1.0005 -1.3442 0.1 0.0 -0.1 -0.80
N -0.9959 0.0763 1.3774 -1.3 -0.2 -1.1 -0.89
H 0.9655 2.5851 1.6458 0.9 0.7 0.4 0.19
H 1.5856 0.8619 2.1572 0.2 1.5 0.1 0.20
H 0.1194 1.4621 2.7690 -0.7 0.5 0.1 0.23
H -0.4538 1.6251 0.1086 1.8 -1.3 -0.3 0.20
H 1.9142 0.0746 -0.2964 2.6 0.9 -0.4 0.20
H 1.1319 -1.1602 0.7817 0.2 1.9 -0.1 0.20
H -1.8896 0.1144 0.7968 1.9 -0.1 0.7 0.36
H -0.7366 -0.9250 1.3535 -0.4 0.8 -0.2 0.36
H -0.9077 -1.3660 -4.2745 0.1 0.6 -0.2 0.48
H -1.2900 -2.5093 -3.4937 -0.5 0.0 -0.4 0.48
O -1.5687 -2.0596 -4.3180 0.5 -0.6 0.8 -0.96
```
Forces are in eV/Å.

M in g mol⁻¹: 108.186
Energy above the lowest of the compared OMol25 structures with the same formula, charge and spin in kJ/mol: 170.3
Orbital gap in hartree: 0.2423
2S+1: 1
Net charge: -1
Strongest force on any atom in eV Å⁻¹: 5.12
Highest occupied orbital energy in eV: -2.7